# 1
ORCA calculation (the ωB97M-V functional and the def2-TZVPD basis) on a cluster of 2 separate species, C2H6N6O in total.

XYZ file:
```
15
Properties=species:S:1:pos:R:3:forces:R:3:mulliken_charge:R:1
C -1.697 1.425 0.503 0.475 -0.646 -0.210 -0.26
C -0.716 1.044 -0.418 2.538 -0.139 -1.565 0.50
N 1.929 -2.198 0.491 2.899 -0.995 -2.129 -0.70
N 1.420 0.492 -2.914 2.690 -0.216 -2.571 -0.59
N 0.755 -2.169 0.100 -0.056 2.303 0.025 0.55
N -0.312 0.700 -1.560 -4.044 2.165 2.234 -0.11
N 0.658 0.075 -2.087 1.301 -2.010 1.195 0.06
N -0.345 -1.936 0.660 -2.166 -0.690 3.783 -0.64
O -0.255 1.517 0.786 0.464 -0.857 -0.792 -0.39
H -2.149 0.619 1.009 -0.938 -0.458 0.735 0.24
H -2.106 2.364 0.365 -1.364 1.626 0.128 0.29
H 2.189 -2.350 1.434 -1.028 0.012 1.513 0.23
H 1.443 1.447 -3.300 -1.126 0.352 0.884 0.23
H 0.681 -1.944 -0.907 0.152 -0.565 0.042 0.36
H -0.249 -2.002 1.788 0.204 0.116 -3.271 0.23
```
Positions in Å, forces in eV/Å.

Calculated values
HOMO level = -8.95 eV
ΔE to the lowest compared entry with this formula, charge and spin = 118.7 kcal per mole
HOMO-LUMO gap = 9.7 eV
Total charge = 0
Total energy = -13151.2679 eV
LUMO = 0.78 eV

---

# 2
ORCA calculation (the ωB97M-V functional and the def2-TZVPD basis) on the molecule C2H6N6S.

XYZ file:
```
15
Properties=species:S:1:pos:R:3:forces:R:3:mulliken_charge:R:1
C -0.195 -0.272 0.166 0.375 -1.517 -1.250 0.58
C -0.245 1.901 -0.152 -0.782 0.625 1.746 0.16
H -0.839 -2.194 1.493 0.519 0.011 0.270 0.31
H -1.387 -2.683 0.114 0.949 -0.097 -0.042 0.28
H 1.244 -1.741 -0.249 -1.423 0.186 0.609 0.26
H -1.984 2.026 1.017 0.392 -0.508 -0.337 0.21
H 2.429 0.604 -0.473 -0.120 -0.075 -0.641 0.26
H 1.630 -0.004 -1.881 0.052 0.685 0.840 0.28
N -0.483 -2.577 0.617 -1.034 -0.019 -0.309 -0.74
N 0.242 -1.560 -0.038 0.394 0.059 -0.127 -0.02
N -1.316 0.077 0.700 0.577 -1.246 0.959 -0.71
N -1.246 1.422 0.655 -0.210 1.807 -1.125 0.09
N 0.476 0.771 -0.423 0.101 0.110 -0.253 0.40
N 1.669 0.728 -1.147 -0.200 -0.492 0.236 -0.95
S 0.005 3.500 -0.400 0.410 0.470 -0.577 -0.41
```
Positions in Å, forces in eV/Å.

Calculated values
HOMO level = -7.78 eV
ΔE to the lowest compared entry with this formula, charge and spin = 11.7 kcal per mole
Structure (SMILES) = NNc1n[nH]c(=S)n1N
HOMO-LUMO gap = 8.2 eV
Total charge = 0
Total energy = -21945.0681 eV
LUMO = 0.40 eV

---

# 3
ORCA calculation (the ωB97M-V functional and the def2-TZVPD basis) on a structure of composition C2H6NNiO8PS.

XYZ file:
```
20
Properties=species:S:1:pos:R:3:forces:R:3:mulliken_spin:R:1
N 1.176 -0.712 -1.667 0.130 -0.460 1.171 0.89
C 0.892 0.592 -1.120 -0.050 -0.114 -0.733 -0.04
O 2.064 1.112 -0.617 0.105 0.021 0.316 0.00
S 2.335 0.468 0.890 -0.027 -0.112 -0.373 0.01
O 3.104 -0.699 0.703 0.027 -0.153 -0.006 0.01
O 2.602 1.506 1.784 0.131 0.248 0.164 0.00
O 0.775 -0.051 1.091 -0.002 0.068 -0.011 0.01
C -0.043 0.583 0.142 -0.338 -0.197 0.665 0.06
O -0.266 1.907 0.427 -0.112 0.068 -0.196 0.01
P -1.720 -0.208 -0.136 -0.174 0.269 -0.233 0.01
O -1.867 -0.397 -1.571 0.208 -0.292 -0.073 0.00
O -2.759 0.613 0.682 0.243 0.107 -0.099 0.00
O -1.789 -1.625 0.691 0.138 -0.449 0.160 0.02
H 0.500 -1.475 -1.627 -0.357 0.193 -0.625 -0.02
H 2.159 -1.018 -1.647 0.071 0.191 -0.357 -0.02
H 0.440 1.172 -1.940 0.137 0.339 0.147 0.08
H -0.285 2.061 1.387 0.013 0.035 -0.070 0.00
H -2.975 1.487 0.302 -0.122 -0.111 0.190 0.00
H -2.155 -2.337 0.140 0.035 0.481 -1.150 0.01
Ni -2.188 -2.980 2.086 -0.056 -0.132 1.112 0.97
```
Positions in Å, forces in eV/Å.

Calculated values
2S+1 = 3
⟨S²⟩ = 2.006
HOMO level (spin up / spin down) = -18.94 / -18.27 eV
HOMO-LUMO gap (spin up / spin down) = 9.8 / 6.2 eV
Total charge = +2
Total energy = -81187.8884 eV
LUMO (spin up / spin down) = -9.12 / -12.03 eV

---

# 4
ORCA calculation (the ωB97M-V functional and the def2-TZVPD basis) on the ion C2H6NO with charge +1.

XYZ file:
```
10
Properties=species:S:1:pos:R:3:forces:R:3:mulliken_charge:R:1
C 0.325 0.061 -0.839 2.317 -1.441 -0.880 -0.33
C -0.084 -0.585 0.402 -4.933 -0.329 0.033 0.10
N 0.182 0.877 0.344 2.308 2.516 1.720 -0.23
O -1.560 -0.758 0.689 3.341 1.398 0.106 -0.49
H 1.445 -0.124 -0.954 -1.707 0.411 -0.628 0.27
H -0.316 0.167 -1.716 0.226 0.146 0.451 0.31
H 0.459 -1.131 1.092 1.415 -1.165 0.757 0.37
H 1.053 1.492 0.710 -2.463 -2.292 -0.775 0.37
H -0.691 1.287 0.577 -1.114 0.998 -0.240 0.29
H -2.077 -1.333 0.115 0.609 -0.241 -0.543 0.34
```
Positions in Å, forces in eV/Å.

Calculated values
HOMO level = -16.72 eV
ΔE to the lowest compared entry with this formula, charge and spin = 41.8 kcal per mole
Structure (SMILES) = O[C@H]1C[NH2+]1
HOMO-LUMO gap = 12.8 eV
Total charge = +1
Total energy = -5699.6706 eV
LUMO = -3.94 eV

---

# 5
ORCA calculation (the ωB97M-V functional and the def2-TZVPD basis) on the ion C2H6NO2 with charge +1.

XYZ file:
```
11
Properties=species:S:1:pos:R:3:forces:R:3:mulliken_charge:R:1
C 1.732 -0.418 -0.043 5.798 0.212 0.612 -0.73
C -1.909 0.149 -0.022 1.255 1.126 1.005 -0.56
N 0.570 0.416 -0.016 0.673 0.880 -0.490 0.89
O 0.491 1.595 -0.121 -0.169 -1.408 0.173 -0.36
O -0.375 -0.426 0.123 -5.155 1.160 0.107 -0.25
H 1.436 -1.451 -0.029 -0.084 -0.141 -0.462 0.38
H 2.382 -0.293 0.907 -1.472 0.269 -1.053 0.33
H 2.581 -0.156 -0.822 -2.396 -0.223 1.005 0.32
H -2.301 -0.273 -0.906 0.548 0.498 -1.924 0.34
H -2.056 1.213 0.309 0.989 -0.857 -1.186 0.33
H -2.553 -0.357 0.621 0.011 -1.516 2.214 0.31
```
Positions in Å, forces in eV/Å.

Calculated values
HOMO level = -18.26 eV
ΔE to the lowest compared entry with this formula, charge and spin = 139.1 kcal per mole
Structure (SMILES) = CO[N+](C)=O
HOMO-LUMO gap = 11.8 eV
Total charge = +1
Total energy = -7743.8721 eV
LUMO = -6.46 eV

---

# 6
ORCA calculation (the ωB97M-V functional and the def2-TZVPD basis) on the molecule C2H6NO2P.

XYZ file:
```
12
Properties=species:S:1:pos:R:3:forces:R:3:mulliken_charge:R:1
C 0.128 -0.004 0.069 0.039 2.096 -0.539 0.57
C 1.342 -0.672 0.009 -3.657 -0.475 0.234 -0.38
N 2.611 -0.102 -0.182 -1.712 1.509 -1.577 -0.57
O 0.145 1.456 -0.076 3.071 -3.115 1.251 -0.51
O -1.164 -0.515 0.221 -0.135 0.486 -0.009 -0.47
P -2.887 0.245 0.128 3.582 -1.368 -0.358 0.02
H 1.296 -1.761 0.031 -0.119 0.249 0.226 0.35
H -0.662 1.800 -0.348 -2.425 0.566 -0.756 0.24
H 3.141 -0.208 0.640 0.868 0.245 1.016 0.23
H 2.364 0.885 -0.382 1.136 -0.509 0.368 0.29
H -3.007 -0.367 -1.207 -0.604 0.021 1.300 0.11
H -3.307 -0.757 1.098 -0.043 0.297 -1.156 0.11
```
Positions in Å, forces in eV/Å.

Calculated values
HOMO level = -7.52 eV
ΔE to the lowest compared entry with this formula, charge and spin = 78.2 kcal per mole
Structure (SMILES) = N/C=C(\O)OP
HOMO-LUMO gap = 7.3 eV
Total charge = 0
Total energy = -17042.3777 eV
LUMO = -0.25 eV

---

# 7
ORCA calculation (the ωB97M-V functional and the def2-TZVPD basis) on a cluster of 2 separate species, C2H6NO2P in total.

XYZ file:
```
12
Properties=species:S:1:pos:R:3:forces:R:3:mulliken_charge:R:1
C 1.138 -1.013 0.630 -0.245 2.197 -6.398 -0.93
C -0.179 0.116 -0.488 2.761 -1.206 2.325 -0.32
N -1.372 -0.561 0.081 -1.089 -0.807 -1.069 0.93
O -2.002 -0.081 1.014 0.903 0.192 -0.495 -0.55
O -1.671 -1.627 -0.448 0.256 0.533 0.224 -0.56
P -0.062 1.841 0.149 -0.331 0.274 0.582 -0.07
H 2.076 -0.570 0.243 -0.424 -0.706 -0.021 0.33
H 1.097 -0.777 1.598 -1.078 0.939 3.748 0.41
H 0.947 -2.023 0.331 -0.104 -0.327 -0.085 0.32
H -0.052 0.141 -1.611 -0.348 -1.237 1.510 0.35
H 1.007 2.346 -0.623 0.322 -0.525 -0.178 0.04
H -0.927 2.207 -0.877 -0.622 0.674 -0.143 0.04
```
Positions in Å, forces in eV/Å.

Calculated values
HOMO level = -10.06 eV
ΔE to the lowest compared entry with this formula, charge and spin = 144.5 kcal per mole
HOMO-LUMO gap = 10.0 eV
Total charge = 0
Total energy = -17039.4995 eV
LUMO = -0.08 eV

---

# 8
ORCA calculation (the ωB97M-V functional and the def2-TZVPD basis) on a cluster of 2 separate species, C2H6NO2P in total.

XYZ file:
```
12
Properties=species:S:1:pos:R:3:forces:R:3:mulliken_charge:R:1
C 0.509 0.268 0.090 1.246 -6.963 -2.238 0.36
C 1.758 0.896 -0.172 -1.099 2.180 2.011 -0.69
N -1.764 -1.345 0.402 1.690 1.198 0.799 -0.72
O 0.665 -1.791 -0.411 0.178 5.715 1.433 -0.63
O -1.829 0.951 -0.950 1.397 -0.539 1.440 -0.58
P -1.244 0.250 0.262 -2.965 -0.581 -2.690 0.56
H 1.538 1.983 0.089 1.042 -0.907 -0.339 0.31
H 2.045 0.819 -1.198 0.303 -0.371 -0.736 0.28
H 2.495 0.437 0.521 -0.171 0.289 -0.532 0.28
H -1.830 -1.544 -0.583 -0.620 -0.440 -0.724 0.33
H -0.801 -1.795 0.538 -0.979 -0.170 0.088 0.45
H -1.542 0.872 1.413 -0.021 0.589 1.488 0.06
```
Positions in Å, forces in eV/Å.

Calculated values
HOMO level (spin up / spin down) = -9.81 / -9.78 eV
ΔE to the lowest compared entry with this formula, charge and spin = 182.6 kcal per mole
HOMO-LUMO gap (spin up / spin down) = 6.8 / 6.7 eV
Total charge = 0
Total energy = -17037.8473 eV
LUMO (spin up / spin down) = -3.01 / -3.04 eV

---

# 9
ORCA calculation (the ωB97M-V functional and the def2-TZVPD basis) on the ion C2H6NO2S with charge -1.

XYZ file:
```
12
Properties=species:S:1:pos:R:3:forces:R:3:mulliken_charge:R:1
C -1.332 -0.238 -0.687 -1.334 3.279 1.473 -0.66
C -0.579 -0.200 0.650 2.473 -2.158 -1.774 -0.66
N 0.547 0.692 0.692 0.310 0.588 0.311 -0.51
O 3.114 0.882 -0.085 0.105 0.127 0.987 -0.53
O 1.918 -1.361 -0.128 0.165 2.233 0.149 -0.63
S 1.911 0.134 -0.456 -1.198 -1.645 -1.268 0.37
H -0.603 -0.382 -1.521 -1.097 -0.725 0.594 0.23
H -1.607 0.895 -0.750 -0.163 -1.683 -0.573 0.15
H -1.099 -0.076 1.546 -1.689 0.172 1.174 0.44
H -2.309 -0.796 -0.480 1.427 0.276 -1.278 0.28
H -0.086 -1.169 0.669 -0.166 -0.478 0.661 0.33
H 0.124 1.619 0.549 1.168 0.014 -0.456 0.20
```
Positions in Å, forces in eV/Å.

Calculated values
HOMO level = -3.06 eV
ΔE to the lowest compared entry with this formula, charge and spin = 61.1 kcal per mole
HOMO-LUMO gap = 7.2 eV
Total charge = -1
Total energy = -18591.5873 eV
LUMO = 4.18 eV

---

# 10
ORCA calculation (the ωB97M-V functional and the def2-TZVPD basis) on a cluster of 2 separate species, C2H6NO3 in total.

XYZ file:
```
12
Properties=species:S:1:pos:R:3:forces:R:3:mulliken_spin:R:1
O 1.858 -0.048 1.226 -0.045 -0.285 0.209 0.01
C 1.371 -0.001 0.115 0.271 0.615 -0.874 0.00
N 0.199 -0.537 -0.252 -2.786 -1.596 -0.929 0.02
C -0.879 -0.590 -1.560 4.106 1.688 2.062 -0.01
O -1.946 -1.197 -1.269 -0.695 -0.573 -0.068 0.78
H 1.871 0.550 -0.700 0.011 0.017 -0.031 0.00
H -0.273 -1.176 0.380 0.500 0.248 0.643 0.00
H -0.177 -0.934 -2.329 -0.706 -0.277 -0.584 0.08
H -0.983 0.506 -1.625 -0.608 0.083 -0.629 0.12
H -1.002 1.152 1.625 -0.552 0.238 -0.008 0.00
H 0.353 0.845 2.078 0.218 0.345 0.595 0.00
O -0.392 1.431 2.310 0.285 -0.502 -0.385 0.00
```
Positions in Å, forces in eV/Å.

Calculated values
2S+1 = 2
⟨S²⟩ = 0.755
HOMO level (spin up / spin down) = -10.39 / -10.35 eV
ΔE to the lowest compared entry with this formula, charge and spin = 29.7 kcal per mole
HOMO-LUMO gap (spin up / spin down) = 10.8 / 6.8 eV
Total charge = 0
Total energy = -9800.6977 eV
LUMO (spin up / spin down) = 0.43 / -3.57 eV